The following is a quantum chemistry calculation of C4H6S3 in the gas phase at a distorted geometry, from the Open Molecules 2025 dataset.

Geometry as XYZ:
```
13
Properties=species:S:1:pos:R:3:mulliken_charge:R:1
C 0.243 1.777 0.001 -0.3778
C 0.111 0.922 -1.125 0.0646
C -0.211 -0.431 -1.219 -0.4510
C -0.568 -1.481 -0.102 0.2242
H 2.523 1.655 0.439 0.1218
H -0.759 2.605 0.067 0.2739
H 0.127 1.117 0.911 0.1936
H 0.166 1.301 -2.239 0.1617
H 0.003 -1.024 -2.246 0.2329
H 1.173 -0.300 0.987 0.1688
S 1.765 2.720 -0.055 -0.1639
S 0.064 -0.935 1.477 -0.2536
S -1.871 -2.415 -0.375 -0.1952
```

Output
SMILES = S=C(S)/C=C\CS
ΔE to the lowest compared entry with this formula, charge and spin = 59.0 kcal per mole
Highest occupied orbital energy = -8.979 eV
HOMO-LUMO gap = 8.02 eV

***

The following is a quantum chemistry calculation of a molecular structure, C4H8O2 at a distorted geometry, from the Open Molecules 2025 dataset.

Geometry as XYZ:
```
14
Properties=species:S:1:pos:R:3:mulliken_charge:R:1
C -0.659 -1.288 0.159 0.2776
C 0.721 2.007 -0.050 -1.0975
C 0.507 -0.545 -0.054 -0.6073
C 0.082 0.738 -0.554 -0.1104
O -0.698 -2.635 -0.141 -0.5113
O -1.526 -1.038 1.220 -0.4681
H -0.069 -2.803 -0.855 0.3229
H -1.183 -1.530 1.980 0.3227
H -1.173 0.205 -0.384 0.1679
H 1.533 -0.898 -0.006 0.3843
H -0.187 0.765 -1.610 0.4381
H 1.049 2.658 -0.863 0.2765
H 0.016 2.569 0.570 0.2510
H 1.587 1.796 0.586 0.3534
```

Output
ΔE to the lowest compared entry with this formula, charge and spin = 108.9 kcal per mole
Highest occupied orbital energy = -8.111 eV
HOMO-LUMO gap = 8.65 eV

***

The following is a quantum chemistry calculation of 12 unconnected molecules or ions with the total composition C18H58O15P at a distorted geometry, from the Open Molecules 2025 dataset.

Geometry as XYZ:
```
92
Properties=species:S:1:pos:R:3:mulliken_charge:R:1
P -0.282 0.326 -0.172 -2.0468
O -0.917 1.508 0.494 -1.0590
O 1.291 0.436 0.179 1.9134
O -0.495 0.330 -1.620 1.3662
O -0.820 -0.986 0.351 -0.1667
C -1.790 -1.757 4.732 -1.7253
C -1.491 -1.067 3.462 1.0457
O -2.237 -1.574 2.350 -0.6159
H -1.386 -2.766 4.670 0.3433
H -2.838 -1.851 4.712 0.3297
H -1.434 -1.368 5.664 0.3835
H -0.443 -1.299 3.169 -0.3018
H -1.509 0.028 3.339 0.1920
H -1.795 -1.350 1.547 0.6667
C -1.486 -2.707 -4.809 -1.4892
C -1.335 -1.825 -3.533 0.6022
O -0.494 -0.770 -3.832 -0.7067
H -0.622 -3.467 -4.817 0.2027
H -1.501 -2.029 -5.716 0.3435
H -2.349 -3.436 -4.907 0.3270
H -0.893 -2.392 -2.801 -0.1594
H -2.264 -1.441 -3.344 0.3986
H -0.639 -0.021 -3.095 0.1751
C 2.271 3.405 -3.228 -2.9217
C 1.684 2.136 -2.492 1.1629
O 2.492 1.830 -1.472 -0.5628
H 2.407 4.169 -2.776 0.7614
H 1.494 3.515 -3.872 0.6563
H 3.014 3.047 -3.740 0.6921
H 1.415 1.340 -3.227 0.0640
H 0.660 2.464 -2.147 -0.1763
H 2.035 1.313 -0.739 -0.3213
C 1.258 2.867 4.468 -2.7499
C 0.716 2.049 3.318 1.9911
O -0.653 2.271 2.947 -0.5530
H 2.119 2.648 4.763 0.7716
H 0.642 2.749 5.209 0.6921
H 1.436 3.856 4.337 0.5482
H 0.829 0.851 3.461 -0.1493
H 1.294 2.522 2.352 -0.6876
H -0.700 1.844 2.202 -0.1973
C -3.655 -4.262 -1.448 -1.0813
C -2.736 -3.341 -0.533 0.3665
O -2.938 -1.991 -0.667 -0.7057
H -3.241 -4.089 -2.465 0.0312
H -4.737 -4.231 -1.364 0.3234
H -3.495 -5.360 -1.387 0.3599
H -2.658 -3.600 0.563 0.1517
H -1.537 -3.392 -0.906 -0.1060
H -2.049 -1.540 -0.266 0.0394
C 5.077 1.391 2.588 -1.5384
C 3.941 1.231 1.510 0.3282
O 3.041 0.268 1.885 -0.6887
H 5.469 0.408 2.889 0.2726
H 4.555 2.017 3.474 0.1073
H 5.732 1.921 2.175 0.6473
H 4.417 1.000 0.589 0.1465
H 3.182 1.899 1.374 0.0526
H 2.219 0.287 1.389 -0.0458
C 2.664 -3.358 -2.339 -1.8264
C 2.061 -1.956 -1.888 1.2931
O 2.823 -1.374 -0.852 -0.6641
H 2.012 -3.808 -2.936 0.5099
H 2.841 -4.059 -1.489 0.3382
H 3.691 -3.314 -2.766 0.3470
H 1.081 -2.000 -1.611 -0.8091
H 2.220 -1.397 -2.793 0.3467
H 2.340 -0.624 -0.604 0.3277
C 0.869 4.311 0.085 -0.1179
O -0.531 4.031 0.102 -0.5833
H 1.142 4.843 -0.681 0.5754
H 1.326 3.314 -0.104 -0.1690
H 1.241 4.676 1.124 0.0691
H -0.690 3.064 0.344 0.1303
C -3.983 0.997 1.279 -0.2343
O -3.295 2.122 1.079 -0.6162
H -4.845 1.207 0.657 0.4237
H -4.138 0.545 2.147 0.3866
H -3.460 0.310 0.767 -0.2438
H -2.265 1.840 0.693 0.1285
C -2.989 2.431 -2.091 0.6493
O -2.298 1.676 -3.141 -0.6202
H -2.283 2.631 -1.449 -0.6799
H -3.685 1.778 -1.587 0.2130
H -3.463 3.495 -2.193 0.2695
H -1.637 1.230 -2.554 0.4110
C 1.307 -2.835 1.471 0.1840
O -0.004 -3.196 1.049 -0.6874
H 2.003 -2.939 0.605 -0.0280
H 1.263 -1.836 1.892 -0.3083
H 1.809 -3.554 2.248 0.2444
H -0.402 -2.268 0.744 0.0406
```

Output
Net charge = -3
ΔE to the lowest compared entry with this formula, charge and spin = 28.6 kcal per mole
Highest occupied orbital energy = -0.615 eV
HOMO-LUMO gap = 7.19 eV

***

Question: Look up the highest occupied orbital energy of the first one.
Answer: -8.979 eV

***

Copy entry 2 word for word.
The following is a quantum chemistry calculation of a molecular structure, C4H8O2 at a distorted geometry, from the Open Molecules 2025 dataset.

Geometry as XYZ:
```
14
Properties=species:S:1:pos:R:3:mulliken_charge:R:1
C -0.659 -1.288 0.159 0.2776
C 0.721 2.007 -0.050 -1.0975
C 0.507 -0.545 -0.054 -0.6073
C 0.082 0.738 -0.554 -0.1104
O -0.698 -2.635 -0.141 -0.5113
O -1.526 -1.038 1.220 -0.4681
H -0.069 -2.803 -0.855 0.3229
H -1.183 -1.530 1.980 0.3227
H -1.173 0.205 -0.384 0.1679
H 1.533 -0.898 -0.006 0.3843
H -0.187 0.765 -1.610 0.4381
H 1.049 2.658 -0.863 0.2765
H 0.016 2.569 0.570 0.2510
H 1.587 1.796 0.586 0.3534
```

Output
ΔE to the lowest compared entry with this formula, charge and spin = 108.9 kcal per mole
Highest occupied orbital energy = -8.111 eV
HOMO-LUMO gap = 8.65 eV